DFT (ωB97M-V/def2-TZVPD) results for a molecular structure, C6H12O.

Results
2S+1: 1
HOMO (eV): -7.336
E_tot (eV): -8457.6793
HOMO-LUMO gap (eV): 8.3

Element x y z (Å)
C1 -0.8996 2.5635 0.6577
C2 0.2267 1.5618 0.4971
O1 -0.2351 0.3055 0.9421
C3 0.7416 -0.7054 0.8397
C4 0.3579 -2.0868 0.9828
C5 0.7707 -1.6143 -0.3482
C6 -0.5814 -1.2765 -1.6177
H1 -1.1956 2.6303 1.7088
H2 -1.7737 2.2507 0.0777
H3 -0.5869 3.5553 0.3157
H4 1.1067 1.8733 1.0839
H5 0.5537 1.5079 -0.5572
H6 1.7377 -0.3230 1.1034
H7 -0.3565 -2.0333 -0.5833
H8 0.9138 -2.8690 1.4827
H9 1.5825 -1.8727 -1.0221
H10 -0.4911 -0.1934 -1.6142
H11 -0.2405 -1.7430 -2.5413
H12 -1.6310 -1.5310 -1.4076

Atomic forces in eV per Å
-0.022 0.005 0.006
0.086 0.230 -0.076
-0.073 -0.086 0.029
0.216 0.009 0.003
0.051 -0.127 0.259
0.207 0.052 -0.316
-0.070 0.187 -0.245
0.038 -0.001 -0.147
0.118 0.056 0.070
-0.040 -0.131 0.046
-0.114 -0.051 -0.077
-0.044 -0.003 0.141
-0.143 -0.076 -0.002
-0.139 -0.055 -0.029
-0.045 0.106 -0.040
-0.122 0.030 0.146
-0.013 -0.199 0.030
-0.021 0.072 0.165
0.130 -0.019 0.036